1.
Molecular formula: C5H13N3
Method: DFT, wB97M-V/def2-TZVPD

Calculated values
Largest force on an atom ... 0.0827 Eh/bohr
Calculated total energy ... -9863.7809 eV
Structure (SMILES) ... [H]/N=C/NCC[C@H](C)N
Lowest unoccupied orbital energy ... 1.013 eV
Gap between HOMO and LUMO ... 9.6 eV

Each line ends with the Mulliken charge.
CARTESIAN COORDINATES (ANGSTROEM)
C  1.291174  -2.527465  -0.328369  -1.21
C  0.986829  -1.098436  -0.324749  0.32
C  -0.722726  -1.018426  -0.262573  -1.04
C  -1.112222  0.542063  -0.734133  -0.53
N  -0.908043  3.550816  1.261661  -0.65
C  -1.339455  2.678818  0.390838  0.05
N  -0.811999  1.417755  0.429260  -0.26
N  1.508868  -0.138139  0.767757  -0.69
H  1.878451  -2.899043  -1.286176  0.24
H  0.402534  -3.114913  -0.148477  0.32
H  1.903297  -2.743963  0.519490  0.34
H  1.243294  -0.791188  -1.389809  0.25
H  -1.191220  -1.788799  -0.913716  0.42
H  -0.997307  -1.469446  0.754514  0.41
H  -2.194408  0.422164  -0.950808  0.38
H  -0.551648  0.756746  -1.789119  0.22
H  -1.309849  4.546154  1.184390  0.23
H  -2.060775  2.933751  -0.458032  0.28
H  0.194221  1.387498  0.674802  0.41
H  2.554420  -0.237940  0.858988  0.26
H  1.236565  -0.408005  1.744260  0.26

Forces on atoms 1 to 6 (eV/Å):
2.0 -2.3 -0.8
-3.6 2.1 -0.8
2.5 1.2 -0.4
0.6 -3.0 0.3
-1.2 0.7 -1.2
0.5 2.7 0.7

---

2.
Molecular formula: C5H13N3O
Method: DFT, wB97M-V/def2-TZVPD

Calculated values
Largest force on an atom ... 0.0712 Eh/bohr
Calculated total energy ... -11913.2200 eV
Structure (SMILES) ... [H]/N=C(\N)[C@H](C)[C@H](O)NC
Lowest unoccupied orbital energy ... 0.772 eV
Gap between HOMO and LUMO ... 9.2 eV

Each line ends with the Mulliken charge.
CARTESIAN COORDINATES (ANGSTROEM)
C  -0.596477  0.193731  -0.646347  -0.14
C  0.442652  0.294581  0.487583  0.59
C  -3.042599  0.046839  -0.332583  -0.96
C  0.209114  -0.705145  1.608550  -1.84
N  -1.785041  0.617104  0.103932  -0.22
C  1.947446  0.146701  -0.177613  0.26
N  2.785857  -0.834814  0.219152  -0.36
O  -0.327396  1.011160  -1.720321  -0.65
N  2.168478  0.908530  -1.184118  -0.62
H  0.757028  1.117613  -1.761836  0.46
H  -1.831403  1.624058  0.083789  0.24
H  -0.723123  -0.867001  -0.936273  0.25
H  0.468909  1.320540  0.861859  0.24
H  2.492612  -1.511202  0.898312  0.17
H  3.670579  -0.978755  -0.243937  0.20
H  3.061919  0.793094  -1.657504  0.16
H  -3.315003  0.329121  -1.359118  0.32
H  -3.829954  0.371141  0.348779  0.30
H  -2.975695  -1.038570  -0.269629  0.33
H  1.037059  -0.684965  2.321458  0.50
H  -0.702755  -0.437779  2.148216  0.40
H  0.087794  -1.715982  1.207648  0.36

Forces on atoms 1 to 6 (eV/Å):
-0.3 0.6 1.5
3.5 -0.6 -1.1
-0.1 0.2 -0.2
0.0 0.2 0.0
-0.4 -0.6 -0.5
-2.0 -0.2 -0.2

---

3.
Molecular formula: C5H13N3O
Method: DFT, wB97M-V/def2-TZVPD

Calculated values
Largest force on an atom ... 0.0565 Eh/bohr
Calculated total energy ... -11910.9200 eV
Structure (SMILES) ... C=CC(=C)O.NCNN
Lowest unoccupied orbital energy ... 0.689 eV
Gap between HOMO and LUMO ... 9.4 eV

Each line ends with the Mulliken charge.
CARTESIAN COORDINATES (ANGSTROEM)
C  -0.873221  -1.805785  0.541290  -0.31
N  -0.809001  -0.623666  1.452751  -0.24
N  0.496711  -0.227764  1.855470  -0.65
N  -1.237024  -2.893623  1.416448  -0.64
H  -1.228953  0.192932  1.014844  0.31
H  1.133019  -0.193556  1.054620  0.21
H  0.852531  -0.940747  2.487482  0.26
H  -0.420540  -3.242919  1.910544  0.26
H  -1.789105  -2.266201  2.133973  0.35
H  -1.695276  -1.630628  -0.161356  0.21
H  0.091895  -2.009551  0.054053  0.29
C  0.022667  1.175455  -1.309000  1.16
C  1.132160  2.037411  -0.916411  -0.43
C  -1.256254  1.509529  -1.109339  -1.25
C  2.406402  1.770358  -1.179403  -0.71
O  0.397801  0.029798  -1.950787  -0.51
H  -0.381881  -0.407969  -2.313050  0.33
H  0.851625  2.901515  -0.331212  0.21
H  -2.069507  0.905212  -1.480968  0.31
H  -1.515759  2.424204  -0.608342  0.31
H  2.689322  0.896501  -1.743828  0.27
H  3.202388  2.399496  -0.817779  0.28

Forces on atoms 1 to 6 (eV/Å):
0.2 0.7 1.1
0.2 0.7 -1.2
0.2 -0.2 0.0
-1.7 0.8 1.5
0.2 -0.1 0.0
-0.1 0.0 0.1

---

4.
Molecular formula: C5H13N3O
Method: DFT, wB97M-V/def2-TZVPD

Calculated values
Largest force on an atom ... 0.0789 Eh/bohr
Calculated total energy ... -11897.5641 eV
Lowest unoccupied orbital energy ... -6.761 eV
Gap between HOMO and LUMO ... 11.5 eV
Net charge ... +2

Each line ends with the Mulliken charge.
CARTESIAN COORDINATES (ANGSTROEM)
C  -2.000415  0.884003  -2.577866  0.38
C  2.130871  -0.297860  2.556788  -0.79
C  2.165756  -0.200653  1.059537  -0.55
C  0.841932  -1.038551  2.893505  -0.50
C  0.674898  -0.324442  0.730598  0.35
N  -1.165123  1.639663  -3.183672  -0.36
N  -3.097460  0.615880  -3.168030  -0.28
N  -0.016423  -0.752988  1.760659  -0.05
O  0.116279  0.102644  -0.367017  -0.37
H  2.996655  -0.576674  3.085604  0.46
H  2.037788  0.714970  2.868727  0.32
H  2.434554  0.748182  0.622328  0.45
H  2.600103  -1.060408  0.611235  0.37
H  0.981108  -2.230251  2.906984  0.30
H  0.554026  -0.704443  3.872737  0.37
H  -0.311349  2.055241  -2.809188  0.24
H  -1.272424  1.780570  -4.221297  0.24
H  -3.794724  0.009703  -2.837025  0.24
H  -3.309654  1.095241  -4.053674  0.24
H  -1.067079  -0.893131  1.799818  0.29
H  -1.754192  0.524875  -1.569869  0.33
H  0.693249  0.343257  -1.090703  0.33

Forces on atoms 1 to 6 (eV/Å):
0.3 -0.3 1.8
-0.8 0.9 -0.3
-2.1 -0.4 -0.7
1.9 -3.4 0.5
0.4 0.4 1.7
2.5 1.7 -2.7

---

5.
Molecular formula: C5H13N3O
Method: DFT, wB97M-V/def2-TZVPD

Calculated values
Largest force on an atom ... 0.1085 Eh/bohr
Calculated total energy ... -11892.6897 eV
Lowest unoccupied orbital energy ... -6.870 eV
Gap between HOMO and LUMO ... 10.4 eV
Net charge ... +2

Each line ends with the Mulliken charge.
CARTESIAN COORDINATES (ANGSTROEM)
C  -3.211849  -0.789696  0.379752  -0.60
C  -2.312298  -1.315196  -0.664842  -0.58
C  -2.567316  0.528294  0.829632  -0.65
C  -1.240319  -0.259766  -0.847924  -0.02
C  2.897486  0.256027  0.454065  0.04
N  1.891910  0.050586  -0.612055  -0.29
N  -1.476366  0.753831  -0.081258  0.03
N  4.277502  0.526670  0.206273  -0.35
O  2.011190  1.211058  0.082886  -0.25
H  -4.161794  -0.545231  -0.194802  0.25
H  -3.631139  -1.467211  1.057191  0.51
H  -2.034587  -2.194002  -0.213192  0.33
H  -2.528731  -1.663129  -1.695475  0.41
H  -3.277440  1.482368  0.820799  0.32
H  -2.267586  0.537075  1.825164  0.35
H  -0.516013  -0.433292  -1.658143  0.39
H  2.717876  -0.223913  1.466780  0.38
H  -0.952078  1.617815  0.084342  0.27
H  2.251321  0.165610  -1.536903  0.23
H  4.958545  -0.298716  0.358169  0.42
H  4.656416  1.315191  0.738255  0.39
H  4.515267  0.745629  -0.798708  0.41

Forces on atoms 1 to 6 (eV/Å):
-3.6 3.1 -2.9
1.9 0.8 -1.5
-3.5 2.0 -0.1
-1.1 -1.0 0.0
-2.8 -1.7 1.0
0.5 -3.6 0.6

---

6.
Molecular formula: C5H13N3O2
Method: DFT, wB97M-V/def2-TZVPD

Calculated values
Largest force on an atom ... 0.0337 Eh/bohr
Calculated total energy ... -13961.7379 eV
Structure (SMILES) ... [H]/N=C(\N)NCC.CC(=O)O
Lowest unoccupied orbital energy ... 0.731 eV
Gap between HOMO and LUMO ... 9.7 eV

Each line ends with the Mulliken charge.
CARTESIAN COORDINATES (ANGSTROEM)
C  -1.206732  1.758890  -1.595143  -0.87
C  -1.154149  2.145782  -0.152312  0.76
O  -2.209681  1.686373  0.544849  -0.49
O  -0.278060  2.769883  0.391615  -0.59
H  -0.485827  2.303396  -2.189681  0.28
H  -2.259089  1.791767  -1.887329  0.35
H  -1.023445  0.688807  -1.606382  0.13
C  0.823634  -2.825972  -0.013097  -0.62
C  0.429202  -3.238165  -1.402560  -1.04
C  0.914301  -0.430867  0.740186  0.44
N  0.163919  -1.526382  0.380742  -0.18
N  2.029111  -0.224298  -0.054275  -0.49
N  0.588650  0.278665  1.745338  -0.75
H  0.526688  -3.547459  0.738938  0.38
H  1.887988  -2.664359  0.082217  0.41
H  -0.649861  -3.385581  -1.494350  0.29
H  0.894972  -4.199791  -1.673552  0.36
H  -0.572783  -1.703561  1.043523  0.25
H  1.989342  -0.729704  -0.925467  0.19
H  2.303845  0.740298  -0.149507  0.26
H  -1.864953  1.626639  1.462006  0.41
H  1.001638  1.204611  1.676093  0.26
H  0.705297  -2.522924  -2.180373  0.26

Forces on atoms 1 to 6 (eV/Å):
-0.7 -0.4 0.6
0.3 0.4 0.2
0.3 -0.5 0.5
0.2 0.0 -0.3
-0.2 0.1 -0.2
0.2 0.5 -0.5

---

7.
Molecular formula: C5H13N3O2S
Method: DFT, wB97M-V/def2-TZVPD

Calculated values
Largest force on an atom ... 0.0873 Eh/bohr
Calculated total energy ... -24792.5678 eV
Structure (SMILES) ... CN=[S@](C)(=O)O/C(=N\C)NC
Lowest unoccupied orbital energy ... 0.688 eV
Gap between HOMO and LUMO ... 9.0 eV

Each line ends with the Mulliken charge.
CARTESIAN COORDINATES (ANGSTROEM)
C  -0.534905  -1.227636  -0.734849  0.70
C  -1.927388  -2.262210  0.952014  -0.85
C  0.751295  -0.346876  -2.616723  -0.89
C  2.399305  1.518344  0.901636  -0.82
C  -1.314992  1.431343  1.737503  -0.99
N  -1.038306  -2.244609  -0.166307  -0.57
N  0.225581  -1.410582  -1.871285  -0.17
N  0.967390  1.759847  0.752969  -0.53
O  -0.721836  0.111736  -0.448549  -0.42
O  0.565392  -0.544084  1.699752  -0.61
S  0.071233  0.577268  1.002793  1.29
H  -2.477114  -3.132744  0.807124  0.38
H  -2.443562  -1.380348  1.081723  0.30
H  -1.399711  -2.474757  1.902328  0.25
H  1.656347  -0.607920  -2.955173  0.37
H  0.185157  -0.105301  -3.643193  0.22
H  0.789503  0.588434  -2.055333  0.30
H  2.671294  0.480086  1.309943  0.27
H  3.104252  1.452882  0.040948  0.25
H  2.649185  2.281328  1.553053  0.32
H  -0.888324  2.416468  2.060927  0.41
H  -2.086576  1.580662  0.936251  0.28
H  -1.815775  0.730170  2.530870  0.30
H  0.396581  -2.332824  -2.171121  0.21

Forces on atoms 1 to 6 (eV/Å):
-0.7 -2.0 -0.8
2.9 -0.8 0.6
-3.3 2.2 -2.1
0.9 -3.0 -0.8
-1.7 -0.9 0.4
0.9 0.7 -0.7

---

8.
Molecular formula: C5H13N4
Method: DFT, wB97M-V/def2-TZVPD

Calculated values
Largest force on an atom ... 0.0910 Eh/bohr
Calculated total energy ... -11345.4914 eV
Lowest unoccupied orbital energy (spin up / spin down) ... -3.060 / -3.057 eV
Gap between HOMO and LUMO (spin up / spin down) ... 8.3 / 8.3 eV
Net charge ... +1

Each line ends with the Mulliken charge.
CARTESIAN COORDINATES (ANGSTROEM)
C  1.446349  -1.004870  0.349607  -0.59
C  1.710659  0.467008  -0.211160  -0.58
C  -0.587413  -0.008717  -0.249405  -0.58
C  -0.577850  -2.373287  0.230895  -0.97
C  0.128599  2.096296  -1.316759  -1.05
N  -2.752164  0.296212  1.444128  -0.49
N  -1.610499  0.652199  1.384513  -0.03
N  0.073129  -1.185437  -0.222456  0.12
N  0.335221  1.112149  -0.235559  0.30
H  2.119928  -1.726271  -0.034606  0.43
H  1.497046  -1.039835  1.465299  0.34
H  2.598306  0.959321  0.342565  0.29
H  1.991660  0.373469  -1.345727  0.37
H  -1.418629  0.170764  -0.902849  0.53
H  0.016354  -3.192141  -0.233278  0.32
H  -0.631706  -2.472959  1.369199  0.32
H  -1.632285  -2.283180  0.127877  0.39
H  1.139385  2.631231  -1.572167  0.36
H  -0.154142  1.682032  -2.272358  0.42
H  -0.529157  2.844186  -1.090205  0.43
H  -3.234670  0.458432  2.374070  0.28
H  0.071880  1.543398  0.598377  0.41

Forces on atoms 1 to 6 (eV/Å):
-1.5 2.9 -0.2
2.3 -1.5 -1.1
-2.8 1.2 1.2
0.4 -0.9 1.7
4.2 0.3 -2.1
-0.1 -1.1 -0.2

---

The lowest largest force on an atom belongs to which entry?
C5H13N3O2